Entry 1:
Here is a structure of composition C12H29BrF3GaO6P from OMol25. Energies are from ωB97M-V/def2-TZVPD.

Relative energy (zero: lowest compared OMol25 entry of this formula, charge and spin): 334.3 kJ/mol
2S+1: 1
Highest occupied orbital energy: -4.04 eV
Net charge: -1

Last column: natural (NBO) charge in e.
Atoms and positions in Å:
O -1.668 -7.588 -1.910  -0.99
P -0.935 -6.979 -0.425  0.44
Br -2.581 -6.691 1.174  -0.36
Ga 0.130 -4.891 -0.869  0.61
C -1.200 -3.532 -1.779  -0.92
C -2.324 -3.153 -0.603  -0.09
O -3.694 -3.039 -1.115  -0.55
C -4.686 -3.694 -0.256  -0.15
C -5.331 -4.945 -1.141  0.97
F -5.529 -6.185 -0.330  -0.34
F -6.614 -4.408 -1.705  -0.37
F -4.370 -5.262 -2.256  -0.35
H -2.369 -6.952 -2.250  0.48
H 1.479 -5.084 -1.705  -0.29
H 0.396 -4.260 0.610  -0.31
H -1.682 -3.967 -2.753  0.21
H -0.536 -2.598 -2.066  0.21
H -2.022 -2.089 -0.155  0.15
H -2.168 -3.924 0.262  0.20
H -4.280 -4.125 0.752  0.23
H -5.568 -2.948 0.030  0.20
C 3.051 -1.308 -0.794  -0.26
O 1.652 -1.201 -1.034  -0.54
C 0.977 -0.484 0.003  -0.09
C 0.722 0.973 -0.402  -0.09
O 1.949 1.693 -0.559  -0.57
C 2.346 1.797 -1.923  -0.26
H 3.538 -1.580 -1.734  0.19
H 3.484 -0.371 -0.442  0.17
H 3.239 -2.097 -0.060  0.18
H 1.534 -0.541 0.946  0.17
H 0.010 -0.975 0.157  0.20
H 0.163 1.467 0.400  0.18
H 0.118 1.032 -1.316  0.18
H 1.769 2.588 -2.412  0.16
H 2.218 0.857 -2.467  0.19
H 3.405 2.069 -1.950  0.18
C 1.088 7.273 0.873  -0.26
O 0.537 5.964 0.983  -0.56
C 1.527 4.944 0.826  -0.09
C 1.986 4.399 2.184  -0.09
O 2.663 5.403 2.947  -0.56
C 1.816 6.007 3.920  -0.26
H 0.372 7.981 1.296  0.18
H 2.030 7.373 1.414  0.18
H 1.244 7.518 -0.182  0.17
H 2.378 5.310 0.239  0.17
H 1.061 4.127 0.264  0.20
H 2.705 3.590 2.013  0.20
H 1.144 3.983 2.750  0.17
H 1.726 5.347 4.787  0.17
H 0.821 6.232 3.525  0.18
H 2.279 6.945 4.241  0.18

---

Entry 2:
Here is a cluster of 2 separate species, C16H32BClINO4P in total from OMol25. Energies are from ωB97M-V/def2-TZVPD.

2S+1: 1
Highest occupied orbital energy: -4.20 eV
Net charge: -1

Last column: natural (NBO) charge in e.
Atoms and positions in Å:
C 0.470 2.079 1.161  -0.61
C -0.324 2.576 2.377  -0.40
C -0.424 1.552 3.520  -0.42
C -1.789 0.897 3.675  -0.07
O -2.349 0.467 2.433  -0.56
C -2.469 -0.888 2.284  0.62
I -4.191 -1.473 3.709  -0.22
O -1.351 -1.565 2.559  -0.74
B -1.394 -2.856 1.796  0.58
Cl -1.787 -4.283 3.031  -0.37
P 0.390 -3.156 0.960  0.46
C 0.585 -5.006 0.964  -0.92
C 1.484 -2.687 2.396  -0.69
C 2.824 -2.093 1.938  -0.60
O -2.507 -2.681 0.858  -0.72
C -2.944 -1.353 0.896  0.02
C -2.369 -0.492 -0.271  -0.09
O -1.386 -1.194 -0.994  -0.54
C -0.259 -0.444 -1.382  -0.06
C 0.496 -1.244 -2.435  -0.63
H -0.172 1.497 0.496  0.21
H 0.872 2.917 0.586  0.21
H 1.305 1.442 1.473  0.20
H 0.143 3.492 2.754  0.19
H -1.329 2.857 2.043  0.20
H 0.329 0.766 3.386  0.21
H -0.220 2.047 4.477  0.20
H -1.711 0.042 4.351  0.21
H -2.502 1.602 4.119  0.18
H 1.241 -5.330 1.777  0.21
H -0.382 -5.491 1.105  0.24
H 1.009 -5.329 0.008  0.20
H 0.944 -1.964 3.015  0.23
H 1.672 -3.568 3.020  0.20
H 2.662 -1.218 1.298  0.20
H 3.391 -2.826 1.352  0.19
H 3.443 -1.783 2.789  0.19
H -4.034 -1.295 0.844  0.19
H -1.984 0.458 0.122  0.18
H -3.193 -0.252 -0.960  0.16
H 0.395 -0.268 -0.516  0.18
H -0.566 0.535 -1.783  0.15
H 0.013 -1.175 -3.417  0.18
H 1.522 -0.866 -2.526  0.19
H 0.548 -2.286 -2.117  0.24
C 1.896 4.437 -5.422  -0.61
C 1.906 2.935 -5.173  -0.38
C 0.612 2.431 -4.527  -0.51
C 0.396 3.014 -3.203  0.29
N 0.228 3.466 -2.162  -0.33
H 1.798 4.989 -4.485  0.22
H 2.821 4.757 -5.903  0.21
H 1.064 4.722 -6.069  0.20
H 2.750 2.668 -4.535  0.21
H 2.040 2.401 -6.116  0.21
H 0.633 1.345 -4.420  0.26
H -0.248 2.678 -5.154  0.24

---

Entry 3:
Here is a structure of composition C13H35AsCl8F6O12P3 from OMol25. Energies are from ωB97M-V/def2-TZVPD.

2S+1: 1
Highest occupied orbital energy: -8.94 eV
Net charge: -1

Last column: Löwdin charge in e.
Atoms and positions in Å:
As 20.352 20.229 13.949  0.94
F 21.767 20.154 12.676  -0.37
F 19.193 20.253 12.568  -0.31
F 19.051 20.281 15.180  -0.31
F 21.618 20.235 15.311  -0.35
F 20.431 21.994 13.966  -0.30
F 20.342 18.441 13.920  -0.31
C 19.082 24.166 20.529  -0.14
O 17.832 24.704 20.799  -0.26
P 17.468 26.346 20.797  0.53
O 17.894 27.037 22.054  -0.26
O 18.131 26.894 19.414  -0.24
C 17.847 26.237 18.146  -0.08
O 15.825 26.376 20.555  -0.23
C 14.988 25.949 21.665  -0.12
H 19.752 24.832 19.985  0.09
H 18.940 23.233 19.983  0.10
H 19.573 24.029 21.493  0.09
H 17.552 25.194 18.263  0.09
H 18.668 26.350 17.438  0.09
H 17.041 26.822 17.704  0.09
H 14.419 25.020 21.639  0.08
H 14.193 26.680 21.812  0.08
H 15.473 25.884 22.640  0.08
C 29.964 17.637 13.498  -0.14
O 30.838 16.961 14.339  -0.21
P 30.442 15.534 14.947  0.48
O 30.751 14.395 14.061  -0.23
O 31.215 15.582 16.380  -0.22
C 32.609 15.460 16.458  -0.13
O 28.893 15.630 15.577  -0.21
C 28.531 16.811 16.349  -0.11
H 29.377 16.938 12.903  0.10
H 30.425 18.217 12.699  0.09
H 29.345 18.388 13.989  0.09
H 32.935 14.812 17.272  0.08
H 33.046 16.434 16.678  0.09
H 33.072 14.950 15.614  0.09
H 29.278 17.585 16.172  0.06
H 28.491 16.871 17.437  0.09
H 27.584 17.289 16.100  0.09
C 17.343 26.178 9.159  -0.12
O 18.467 26.728 8.496  -0.23
P 18.842 28.366 8.582  0.46
O 20.175 28.735 8.053  -0.24
O 18.548 28.942 10.061  -0.22
C 18.749 30.288 10.412  -0.11
O 17.729 28.898 7.598  -0.23
C 17.822 28.696 6.195  -0.10
H 16.606 25.855 8.424  0.08
H 16.851 26.886 9.825  0.08
H 17.670 25.245 9.619  0.09
H 19.782 30.536 10.167  0.08
H 18.668 30.521 11.473  0.09
H 18.184 30.948 9.752  0.09
H 17.129 27.904 5.910  0.08
H 18.775 28.418 5.744  0.09
H 17.384 29.571 5.714  0.09
C 19.462 17.249 19.720  -0.95
Cl 19.770 15.558 19.069  0.42
Cl 19.454 16.986 21.446  0.47
H 20.356 17.853 19.565  0.03
H 18.511 17.639 19.359  0.04
C 26.244 24.795 15.904  -1.05
Cl 27.219 23.527 16.575  0.52
Cl 26.889 26.377 16.390  0.47
H 26.521 24.837 14.851  0.01
H 25.169 24.682 16.043  0.05
C 13.655 17.311 12.672  -0.96
Cl 15.213 16.695 12.085  0.51
Cl 13.476 16.916 14.478  0.41
H 13.623 18.398 12.591  0.02
H 12.757 16.987 12.147  0.03
C 23.472 14.913 11.831  -1.01
Cl 24.671 14.674 10.446  0.41
Cl 23.292 13.438 12.660  0.54
H 23.779 15.639 12.583  0.04
H 22.550 15.157 11.303  0.03

---

Entry 4:
Here is the ion C3H12N3P2 with charge +1 from OMol25. Energies are from ωB97M-V/def2-TZVPD.

Relative energy (zero: lowest compared OMol25 entry of this formula, charge and spin): 0.0 kJ/mol
2S+1: 3
Highest occupied orbital energy (spin up / spin down): -10.53 / -13.93 eV
Net charge: +1

Last column: natural (NBO) charge in e.
Atoms and positions in Å:
C 0.739 0.842 -0.135  0.42
C -2.491 0.285 0.436  -0.62
C -1.391 -0.120 -0.707  -0.25
N 4.203 -0.484 -0.267  -0.70
N 0.033 -0.220 -0.414  -0.65
N 0.345 2.064 0.184  -0.78
P 2.912 0.391 0.192  0.77
P 0.806 -1.828 -0.175  0.58
H -2.377 1.241 0.838  0.20
H -3.397 0.102 -0.068  0.24
H -2.649 -0.455 1.247  0.23
H -1.738 -1.086 -1.058  0.23
H -1.488 0.697 -1.501  0.21
H 4.444 -1.472 0.112  0.39
H 1.128 2.713 0.087  0.43
H -0.649 2.290 0.121  0.41
H 3.132 1.536 -0.457  -0.05
H 2.791 0.739 1.460  0.00
H -0.272 -2.180 0.489  -0.05
H 0.442 -2.434 -1.313  -0.03

---

Entry 5:
Here is a structure of composition C13H30Cl2N3OPPb from OMol25. Energies are from ωB97M-V/def2-TZVPD.

Relative energy (zero: lowest compared OMol25 entry of this formula, charge and spin): 121.7 kJ/mol
2S+1: 1
Highest occupied orbital energy (spin up / spin down): -7.32 / -8.19 eV

Last column: natural (NBO) charge in e.
Atoms and positions in Å:
Pb 0.460 -0.547 -1.447  1.39
Cl 0.688 -3.047 -2.120  -0.58
Cl 1.651 1.723 -0.553  -0.64
C 2.276 -0.358 -2.976  -0.53
H 2.925 0.349 -2.451  0.28
H 2.644 -1.386 -3.091  0.25
C -1.302 0.355 -2.265  -0.50
C 1.252 0.096 -3.810  -0.14
H -2.029 0.534 -1.452  0.19
C 0.761 -0.727 -4.959  -0.49
H 0.925 1.145 -3.773  0.23
C -0.535 -0.221 -5.614  -0.39
H 1.559 -0.760 -5.729  0.24
H 0.626 -1.764 -4.607  0.25
C -1.750 -0.338 -4.682  -0.40
H -0.405 0.820 -5.933  0.19
H -0.720 -0.810 -6.520  0.21
C -1.746 0.784 -3.603  -0.51
H -2.665 -0.228 -5.283  0.21
H -1.770 -1.333 -4.215  0.22
H -1.044 1.572 -3.909  0.21
H -2.763 1.224 -3.581  0.22
C 2.161 1.306 2.669  -0.40
N 1.510 0.097 2.212  -0.83
C 2.416 -0.981 1.832  -0.40
P -0.106 -0.224 2.171  2.46
O -0.411 -1.172 1.049  -1.13
N -0.525 -0.872 3.679  -0.82
C -0.893 -2.274 3.802  -0.40
C 0.010 -0.316 4.916  -0.41
N -1.064 1.136 1.964  -0.80
C -2.445 0.832 1.568  -0.40
C -0.944 2.359 2.734  -0.40
H 3.216 1.234 2.374  0.21
H 2.106 1.421 3.766  0.18
H 1.750 2.184 2.161  0.22
H 2.707 -1.572 2.715  0.18
H 1.947 -1.647 1.095  0.23
H 3.312 -0.533 1.384  0.21
H -0.020 -2.893 4.075  0.17
H -1.635 -2.354 4.610  0.19
H -1.326 -2.640 2.864  0.24
H 1.023 -0.698 5.129  0.18
H 0.036 0.783 4.905  0.20
H -0.656 -0.634 5.732  0.20
H -2.464 0.349 0.583  0.21
H -2.939 0.174 2.306  0.19
H -2.993 1.781 1.523  0.20
H 0.005 2.862 2.533  0.21
H -1.756 3.019 2.406  0.20
H -1.060 2.189 3.815  0.17

---

Entry 6:
Here is a structure of composition C18H23Cl3N2O3PdS2Si from OMol25. Energies are from ωB97M-V/def2-TZVPD.

Relative energy (zero: lowest compared OMol25 entry of this formula, charge and spin): 0.0 kJ/mol
2S+1: 5
Highest occupied orbital energy (spin up / spin down): -13.21 / -14.82 eV
Net charge: +2

Last column: natural (NBO) charge in e.
Atoms and positions in Å:
Pd -0.414 -0.585 0.277  0.59
C 1.259 -0.711 4.478  -0.69
C 1.069 -0.528 3.009  0.28
N -0.077 -0.479 2.437  -0.19
O -1.147 -0.702 3.274  -0.54
C 2.272 -0.383 2.160  0.12
C 3.621 -0.110 2.758  -0.66
N 2.117 -0.491 0.895  0.07
O 2.856 -0.420 -0.079  -0.26
H 0.311 -0.760 5.000  0.27
H 1.849 0.113 4.880  0.26
H 1.820 -1.629 4.663  0.26
H -1.888 -0.209 2.884  0.50
H 3.605 0.823 3.321  0.25
H 4.366 -0.032 1.971  0.25
H 3.914 -0.911 3.436  0.25
O 0.328 -0.470 -2.252  -0.83
S 1.396 0.365 -2.819  1.56
C 2.725 -0.512 -3.555  -0.25
C 3.988 -0.386 -2.987  -0.20
C 5.037 -1.067 -3.584  -0.18
C 4.804 -1.855 -4.704  -0.13
C 3.529 -1.971 -5.250  -0.19
C 2.468 -1.293 -4.681  -0.20
C 0.828 1.551 -3.932  -0.23
C 1.775 2.215 -4.731  -0.18
C 1.332 3.222 -5.559  -0.20
C -0.020 3.570 -5.569  -0.08
C -0.945 2.912 -4.755  -0.18
C -0.526 1.907 -3.912  -0.19
H 4.142 0.224 -2.109  0.25
H 6.033 -0.984 -3.173  0.25
H 5.628 -2.385 -5.163  0.25
H 3.365 -2.587 -6.124  0.25
H 1.472 -1.361 -5.100  0.24
H 2.817 1.925 -4.713  0.25
H 2.031 3.739 -6.200  0.26
H -0.357 4.364 -6.221  0.25
H -1.989 3.191 -4.783  0.25
H -1.221 1.380 -3.274  0.25
C -2.051 -3.339 1.403  -0.75
S -0.613 -2.975 0.383  0.34
C -1.202 -3.493 -1.238  -0.75
H -2.189 -4.418 1.424  0.25
H -2.936 -2.847 1.004  0.24
H -1.843 -2.977 2.406  0.26
H -2.107 -2.954 -1.511  0.24
H -1.393 -4.564 -1.208  0.25
H -0.410 -3.289 -1.954  0.25
Cl -0.544 2.205 -0.094  -0.37
Si -2.228 0.913 0.055  0.92
Cl -3.450 1.209 -1.550  -0.32
Cl -3.268 1.432 1.739  -0.33

---

Entry 7:
Here is a structure of composition C27H72AsF6O27S9 from OMol25. Energies are from ωB97M-V/def2-TZVPD.

2S+1: 2
Highest occupied orbital energy (spin up / spin down): 0.63 / -6.44 eV
Net charge: -2

Last column: Löwdin spin population.
Atoms and positions in Å:
As -14.503 10.101 16.804  0.18
F -13.847 8.450 17.190  0.12
F -12.900 10.855 16.926  0.11
F -15.204 11.757 16.557  0.10
F -16.169 9.421 16.581  0.13
F -14.737 10.326 18.632  0.11
F -14.191 9.868 15.039  0.11
O -13.152 8.213 22.377  0.00
S -12.396 9.417 21.998  0.00
O -12.922 10.760 22.109  0.00
O -10.853 9.277 22.666  0.00
C -10.141 8.052 22.637  0.00
C -8.671 8.337 23.074  0.00
C -12.045 9.139 20.165  0.00
H -10.192 7.528 21.682  0.00
H -10.683 7.441 23.359  0.00
H -8.107 7.405 23.084  0.00
H -8.770 8.906 23.998  0.00
H -8.288 9.049 22.343  0.00
H -11.394 8.281 19.995  0.00
H -11.567 10.062 19.838  0.00
H -13.065 9.052 19.789  0.00
O -13.042 5.182 15.127  0.00
S -11.631 5.042 15.511  0.00
O -10.842 3.900 14.928  0.00
O -10.809 6.441 15.139  0.00
C -11.478 7.636 15.612  0.00
C -11.069 8.769 14.639  0.00
C -11.347 5.038 17.323  0.00
H -11.240 7.792 16.664  0.00
H -12.560 7.575 15.499  0.00
H -11.424 8.511 13.641  0.00
H -9.985 8.884 14.637  0.00
H -11.635 9.657 14.922  0.00
H -11.522 3.995 17.587  0.00
H -12.063 5.624 17.899  0.00
H -10.307 5.278 17.546  0.00
O -17.489 6.849 12.535  0.00
S -16.070 6.564 12.464  0.00
O -15.562 5.201 12.430  0.00
O -15.413 7.443 11.204  0.00
C -16.082 8.666 10.879  0.00
C -15.256 9.855 11.289  0.00
C -15.196 7.414 13.787  0.00
H -17.088 8.757 11.288  0.00
H -16.148 8.633 9.792  0.00
H -15.882 10.746 11.258  0.00
H -14.522 9.978 10.492  0.00
H -14.723 9.732 12.232  0.00
H -15.767 8.211 14.263  0.00
H -14.342 7.841 13.261  0.00
H -14.959 6.730 14.602  0.00
O -16.015 14.982 12.985  0.00
S -16.962 14.782 14.040  0.00
O -18.065 15.757 14.178  0.00
O -17.646 13.257 13.998  0.00
C -17.048 12.265 13.256  0.00
C -17.655 10.946 13.747  0.00
C -16.026 14.634 15.683  0.00
H -15.977 12.247 13.455  0.00
H -17.194 12.345 12.179  0.00
H -17.510 10.870 14.824  0.00
H -17.333 10.001 13.309  0.00
H -18.741 10.933 13.656  0.00
H -15.331 13.800 15.581  0.00
H -16.834 14.601 16.414  0.00
H -15.512 15.587 15.808  0.00
O -9.385 11.754 20.525  0.00
S -9.591 13.200 20.611  0.00
O -8.464 14.023 20.944  0.00
O -10.188 13.758 19.087  0.00
C -10.928 12.988 18.251  0.00
C -9.853 12.362 17.329  0.00
C -11.004 13.494 21.709  0.00
H -11.668 13.642 17.787  0.00
H -11.402 12.134 18.735  0.00
H -10.362 11.793 16.551  0.00
H -9.289 11.641 17.921  0.00
H -9.254 13.093 16.786  0.00
H -11.820 12.827 21.434  0.00
H -11.183 14.562 21.585  0.00
H -10.749 13.251 22.741  0.00
O -18.915 9.956 21.672  0.00
S -18.390 10.973 20.786  0.00
O -18.771 12.362 20.934  0.00
O -16.723 11.014 20.954  0.00
C -15.914 9.815 21.176  0.00
C -15.858 9.485 22.665  0.00
C -18.480 10.554 18.991  0.00
H -14.928 10.053 20.776  0.00
H -16.309 8.990 20.583  0.00
H -16.831 9.536 23.153  0.00
H -15.285 10.169 23.291  0.00
H -15.514 8.479 22.903  0.00
H -17.950 11.341 18.456  0.00
H -19.558 10.581 18.830  0.00
H -18.036 9.558 18.983  0.00
O -9.754 11.395 12.599  0.00
S -10.560 12.571 12.866  0.00
O -10.244 13.452 13.990  0.00
O -10.612 13.432 11.422  0.00
C -10.804 14.813 11.551  0.00
C -10.506 15.499 10.258  0.00
C -12.375 12.118 12.862  0.00
H -10.181 15.273 12.318  0.00
H -11.863 14.937 11.780  0.00
H -9.467 15.762 10.060  0.00
H -11.016 16.461 10.211  0.00
H -10.960 15.032 9.384  0.00
H -12.448 11.451 12.003  0.00
H -13.005 13.002 12.771  0.00
H -12.542 11.629 13.822  0.00
O -19.044 7.631 16.401  0.00
S -18.874 6.704 17.546  0.00
O -19.005 7.178 18.909  0.00
O -19.864 5.384 17.319  0.00
C -20.129 4.830 15.990  0.00
C -19.822 3.327 15.941  0.00
C -17.234 5.902 17.356  0.00
H -19.918 5.383 15.074  0.00
H -21.215 4.911 16.044  0.00
H -19.695 2.899 16.935  0.00
H -18.835 3.291 15.479  0.00
H -20.466 2.732 15.295  0.00
H -16.496 6.674 17.141  0.00
H -17.314 5.335 16.429  0.00
H -17.021 5.421 18.311  0.00
O -15.944 15.765 18.978  0.00
S -14.689 15.191 19.459  0.00
O -13.429 15.472 18.761  0.00
O -14.489 15.579 21.037  0.00
C -14.545 17.008 21.342  0.00
C -13.435 17.488 22.257  0.00
C -15.079 13.420 19.632  0.00
H -15.472 17.261 21.856  0.00
H -14.565 17.602 20.428  0.00
H -12.406 17.328 21.934  0.00
H -13.364 16.997 23.227  0.00
H -13.576 18.551 22.452  0.00
H -16.166 13.497 19.668  0.00
H -14.638 12.886 20.474  0.00
H -14.937 12.860 18.708  0.00